Entry 1:
Computed, not measured: 7 unconnected molecules or ions with the total composition C32H81IN7O7 at a distorted geometry, with ωB97M-V/def2-TZVPD.

ORCA input file:
```
! RIJCOSX wB97M-V def2-TZVPD def2/J DEFGRID3
* xyz 1 1
C 2.97938 4.54466 -2.99048
C 3.34929 3.09040 -2.73334
C 2.16725 2.18223 -2.95490
C 2.39690 0.71131 -2.53706
O 3.80127 0.36730 -2.47578
C 4.23149 -0.19864 -1.31102
N 5.68868 -0.47257 -1.53921
C 6.36214 -0.52023 -0.47019
C 5.44590 -0.25479 0.68604
C 4.38230 0.61401 -0.02720
I 2.68063 0.81929 1.23635
H 2.62055 4.64721 -4.00566
H 3.86137 5.15270 -2.84368
H 2.23789 4.90074 -2.28829
H 3.66804 3.00620 -1.69814
H 4.17143 2.84390 -3.39172
H 1.33137 2.54432 -2.36762
H 1.87153 2.17679 -3.99587
H 1.95124 0.08367 -3.29597
H 1.89335 0.48336 -1.60842
H 3.79287 -1.17283 -1.06318
H 5.98559 -0.57422 -2.50742
H 7.42463 -0.68940 -0.46553
H 5.97404 0.25746 1.47749
H 5.07997 -1.21664 1.03624
H 4.83175 1.59017 -0.12148
C 6.40504 2.76811 -7.89097
C 5.02836 3.25616 -7.45366
C 5.00951 4.70828 -6.95563
O 5.52627 4.87913 -5.64840
C 6.93456 5.00269 -5.56295
N 4.48593 2.32958 -6.45186
H 7.05401 2.55967 -7.04029
H 6.31196 1.84288 -8.45841
H 6.90061 3.50368 -8.52648
H 4.37562 3.21527 -8.32977
H 3.96672 5.03209 -6.89910
H 5.51545 5.38076 -7.65882
H 7.34427 5.53914 -6.42228
H 7.41886 4.02640 -5.47637
H 7.15956 5.57087 -4.66039
H 3.52634 2.59191 -6.24113
H 4.98899 2.49746 -5.58407
C -3.73989 1.65716 -4.38177
C -2.60909 2.66590 -4.55286
C -1.21707 2.08802 -4.25968
O -0.91832 1.93158 -2.88240
C -1.39914 0.74017 -2.28724
N -2.90335 3.85299 -3.74657
H -3.96508 1.47049 -3.33182
H -4.65102 2.03633 -4.84172
H -3.49541 0.70394 -4.85525
H -2.60268 2.97359 -5.60234
H -0.47094 2.79258 -4.63857
H -1.06308 1.13879 -4.79044
H -1.36279 -0.10355 -2.98277
H -2.41503 0.86291 -1.90741
H -0.75160 0.52166 -1.43698
H -2.21482 4.57509 -3.94015
H -2.75284 3.61448 -2.76978
C 1.11323 -5.00474 0.94853
C 1.38949 -3.56416 0.54003
C 1.65319 -3.36294 -0.95893
O 2.95424 -3.73000 -1.38646
C 3.12745 -5.10891 -1.68021
N 2.49030 -3.03160 1.34943
H 2.01558 -5.61631 0.96913
H 0.69000 -5.02775 1.95221
H 0.39428 -5.47135 0.27303
H 0.49167 -2.98490 0.77509
H 1.57768 -2.29001 -1.17054
H 0.89114 -3.86255 -1.56834
H 2.22488 -5.53802 -2.12097
H 3.40537 -5.67485 -0.78886
H 3.93951 -5.19226 -2.40140
H 2.59039 -2.05026 1.10982
H 3.34531 -3.46766 1.01027
C -4.38783 -6.55575 2.70043
C -4.05021 -5.15391 2.20551
C -3.82980 -5.05739 0.69016
O -2.56962 -5.53288 0.25553
C -2.48243 -6.92984 0.03390
N -2.89134 -4.65099 2.95252
H -3.51288 -7.20539 2.71593
H -4.77171 -6.51044 3.71864
H -5.14994 -7.02227 2.07365
H -4.90442 -4.51183 2.43909
H -3.84303 -3.99819 0.41805
H -4.64063 -5.54156 0.13188
H -3.41449 -7.33081 -0.37225
H -2.22036 -7.46532 0.94921
H -1.68688 -7.09844 -0.69233
H -2.72154 -3.68329 2.68784
H -2.07150 -5.14608 2.61019
C -2.14296 -1.01110 7.10474
C -2.07276 -1.78593 5.79297
C -1.01955 -1.24056 4.81693
O -1.40044 -0.05658 4.13934
C -1.21737 1.14029 4.87523
N -3.41116 -1.84210 5.19998
H -2.64547 -0.05050 6.98913
H -2.70504 -1.57837 7.84580
H -1.14569 -0.82734 7.51009
H -1.77608 -2.81098 6.03227
H -0.86138 -1.98634 4.03173
H -0.05506 -1.09678 5.32235
H -0.32680 1.09458 5.50862
H -2.09596 1.35920 5.48598
H -1.09467 1.95453 4.16045
H -3.37858 -2.44642 4.38356
H -3.62568 -0.91974 4.82820
C -7.55630 2.65985 5.40880
C -6.39800 3.64912 5.33441
C -5.02850 3.02230 5.63625
O -4.77761 2.78033 7.00661
C -5.32552 1.57698 7.52058
N -6.69161 4.79177 6.20270
H -7.81881 2.41587 6.43753
H -8.44379 3.08797 4.94434
H -7.31732 1.73073 4.88701
H -6.35142 4.01905 4.30562
H -4.25563 3.72862 5.31891
H -4.87979 2.10202 5.05337
H -5.30834 0.77277 6.77879
H -6.34633 1.72970 7.87690
H -4.71835 1.27432 8.37340
H -5.97858 5.50466 6.07589
H -6.57535 4.48815 7.16609
*
```

## Properties
E_tot (eV): -67351.1428
HOMO (eV): -10.272
HOMO-LUMO gap (eV): 6.07
LUMO energy (eV): -4.2

Entry 2:
Computed, not measured: a molecular structure, C30H57DyN4O4PSSe at a distorted geometry, with ωB97M-V/def2-TZVPD.

ORCA input file:
```
! RIJCOSX wB97M-V def2-TZVPD def2/J DEFGRID3
* xyz 1 6
Dy 0.66102 -0.15167 -0.18701
C -2.59693 -0.56168 1.38724
C -2.61147 -1.35591 0.07818
N -1.78318 -0.70499 -0.94919
C -2.43114 0.34760 -1.73435
C -2.59866 1.67750 -1.00011
S -1.09403 2.30935 -0.15324
C -1.61669 2.34714 1.60181
C -1.15030 1.14191 2.42645
N -1.23098 -0.10051 1.66030
H -2.98714 -1.18406 2.19530
H -3.24964 0.30626 1.31071
H -3.64303 -1.49200 -0.26214
H -2.17425 -2.33661 0.25998
H -1.49781 -1.43378 -1.59517
H -3.42802 0.03999 -2.07326
H -1.81477 0.51113 -2.61957
H -3.38797 1.62793 -0.25506
H -2.86902 2.44433 -1.72371
H -2.69922 2.45621 1.59846
H -1.19984 3.26421 2.01503
H -1.75050 1.10757 3.34245
H -0.10489 1.28148 2.71180
H -0.72550 -0.82643 2.16125
O 2.54613 -1.35472 -0.50772
Se 1.76316 -2.32133 0.59093
O 2.54994 -3.59501 1.06917
O 0.32508 -2.54214 -0.16944
O 1.34559 -1.17735 1.71478
C 3.23672 5.84492 1.81368
C 2.07475 5.68977 0.83438
C 2.26093 4.45251 -0.07048
C 3.09499 3.37175 0.63865
C 2.71693 3.38093 2.12714
C 3.29753 4.64537 2.77864
P 2.92640 1.66561 -0.06835
C 4.51738 0.80379 0.42398
C 5.85222 1.56081 0.19061
C 6.75909 1.53958 1.42281
C 6.99385 0.10454 1.89620
C 5.66213 -0.65281 2.11223
C 4.45259 0.24628 1.85429
C 3.15837 1.83128 -1.91958
C 4.38463 2.62994 -2.39567
C 4.21531 3.10776 -3.84986
C 3.40182 2.10130 -4.65818
C 1.95645 2.05431 -4.13644
C 1.89471 2.34919 -2.62744
H 3.12856 6.77483 2.37211
H 4.16987 5.92540 1.25000
H 1.97927 6.58367 0.21756
H 1.14647 5.59670 1.40445
H 2.75699 4.75177 -0.99570
H 1.27794 4.05272 -0.33765
H 4.15070 3.63992 0.56627
H 3.07915 2.49474 2.64672
H 1.62432 3.37395 2.21146
H 4.33685 4.45802 3.05759
H 2.75354 4.86894 3.69795
H 4.49714 -0.06629 -0.23560
H 5.70114 2.59598 -0.11228
H 6.39047 1.07199 -0.62497
H 6.31986 2.13473 2.22758
H 7.71279 2.00728 1.17211
H 7.57492 0.12093 2.81898
H 7.59909 -0.41156 1.14741
H 5.60594 -1.04357 3.12899
H 5.59806 -1.51562 1.44413
H 4.44705 1.04960 2.59209
H 3.53958 -0.32081 2.00063
H 3.28176 0.78173 -2.22315
H 5.27398 2.00366 -2.32668
H 4.55035 3.49991 -1.75707
H 5.19855 3.25440 -4.29802
H 3.70471 4.07422 -3.87724
H 3.86906 1.11426 -4.57615
H 3.40737 2.37131 -5.71469
H 1.51432 1.07668 -4.33792
H 1.35282 2.79410 -4.66650
H 0.99313 1.89563 -2.20240
H 1.80264 3.42340 -2.47251
N 0.64847 -0.66280 -2.56060
C 1.28305 -1.50654 -3.05503
N 1.90377 -2.43248 -3.71887
C 2.26316 -2.18634 -5.13256
C 3.69626 -2.64838 -5.40382
C 4.60555 -2.34135 -4.21378
C 4.14009 -3.07561 -2.93738
C 2.67294 -3.49736 -3.04193
H 2.15752 -1.11847 -5.33021
H 1.56013 -2.71851 -5.77681
H 4.05228 -2.14548 -6.30279
H 3.71129 -3.71933 -5.61263
H 4.60922 -1.26020 -4.04363
H 5.62750 -2.62812 -4.45786
H 4.23931 -2.42230 -2.07344
H 4.74767 -3.96040 -2.74264
H 2.24246 -3.68524 -2.06378
H 2.55712 -4.39816 -3.64288
*
```

## Properties
Energy above the lowest of the compared OMol25 structures with the same formula, charge and spin (kJ/mol): 0.00
E_tot (eV): -155735.7579
HOMO (spin up / spin down) (eV): -11.764 / -11.719
HOMO-LUMO gap (spin up / spin down) (eV): 9.75 / 9.78
LUMO energy (spin up / spin down) (eV): -2.0 / -1.9